# 1
# C33H71BN2P2PtSbSi3

A structure of composition C33H71BN2P2PtSbSi3 (wB97M-V/def2-TZVPD, the OMol25 dataset).

The geometry in ORCA input format:
```
! RIJCOSX wB97M-V def2-TZVPD def2/J DEFGRID3
* xyz 1 1
Pt -0.01 -0.16 0.48
C 3.95 -1.77 -3.42
C 2.81 -1.76 -2.40
C 2.81 -3.09 -1.63
C 1.50 -1.65 -3.17
P 2.77 -0.39 -1.13
C 2.21 1.20 -1.93
N 1.74 2.00 -0.80
B 1.15 1.44 0.39
N 1.37 2.36 1.45
C 1.11 2.02 2.82
P 0.19 0.40 2.69
C -1.47 0.75 3.45
C -1.39 1.17 4.92
C -2.09 1.90 2.63
C -2.38 -0.48 3.33
C 1.16 -0.82 3.72
C 0.42 -2.16 3.77
C 2.49 -1.03 2.99
C 1.48 -0.36 5.14
C 2.06 3.46 0.94
C 2.51 4.61 1.56
C 3.18 5.55 0.78
C 3.38 5.35 -0.58
C 2.92 4.19 -1.21
C 2.26 3.25 -0.44
C 4.53 0.03 -0.61
C 5.18 -1.24 -0.04
C 5.42 0.62 -1.71
C 4.49 1.08 0.50
H 3.77 -2.57 -4.15
H 4.92 -1.96 -2.97
H 4.00 -0.83 -3.98
H 2.62 -3.91 -2.34
H 2.03 -3.12 -0.88
H 3.76 -3.30 -1.14
H 1.27 -2.60 -3.65
H 1.57 -0.89 -3.95
H 0.66 -1.40 -2.51
H 1.41 1.00 -2.65
H 3.00 1.74 -2.44
H 0.50 2.77 3.33
H 2.03 1.90 3.40
H -0.65 1.95 5.10
H -1.19 0.33 5.57
H -2.37 1.57 5.21
H -1.63 2.86 2.87
H -3.15 1.97 2.88
H -2.00 1.74 1.56
H -2.01 -1.32 3.92
H -2.49 -0.81 2.30
H -3.36 -0.22 3.72
H 0.07 -2.48 2.79
H -0.43 -2.13 4.46
H 1.11 -2.93 4.14
H 2.36 -1.37 1.96
H 3.07 -1.77 3.54
H 3.07 -0.11 2.98
H 0.60 -0.27 5.78
H 2.02 0.59 5.16
H 2.14 -1.10 5.60
H 2.35 4.77 2.62
H 3.54 6.46 1.25
H 3.90 6.10 -1.16
H 3.07 4.05 -2.27
H 5.40 -1.98 -0.81
H 4.56 -1.71 0.72
H 6.13 -0.97 0.43
H 5.47 0.02 -2.61
H 6.44 0.70 -1.33
H 5.10 1.62 -1.98
H 3.86 0.76 1.34
H 4.13 2.04 0.15
H 5.50 1.23 0.88
C -5.33 0.16 1.54
Si -4.86 0.29 -0.26
C -5.01 2.07 -0.80
C -5.99 -0.87 -1.19
Sb -2.44 -0.42 -0.80
Si -2.67 -2.97 -0.94
C -0.97 -3.74 -0.96
C -3.62 -3.50 -2.46
C -3.57 -3.49 0.62
Si -2.51 0.41 -3.26
C -2.02 2.21 -3.14
C -1.31 -0.51 -4.34
C -4.20 0.22 -4.05
H -6.41 0.33 1.61
H -4.83 0.91 2.15
H -5.12 -0.82 1.96
H -5.95 2.49 -0.43
H -5.01 2.18 -1.89
H -4.20 2.67 -0.41
H -7.00 -0.46 -1.17
H -6.02 -1.84 -0.69
H -5.70 -1.02 -2.22
H -0.58 -3.80 -1.98
H -1.02 -4.75 -0.56
H -0.25 -3.18 -0.36
H -3.15 -3.13 -3.37
H -4.65 -3.15 -2.44
H -3.64 -4.59 -2.53
H -2.96 -3.30 1.51
H -3.79 -4.56 0.59
H -4.51 -2.96 0.74
H -1.10 2.32 -2.57
H -2.79 2.80 -2.64
H -1.87 2.64 -4.13
H -0.29 -0.22 -4.11
H -1.51 -0.23 -5.39
H -1.41 -1.59 -4.26
H -4.99 0.74 -3.52
H -4.47 -0.83 -4.14
H -4.15 0.64 -5.06
*
```

As for the largest force on an atom: 0.6 eV Å⁻¹. The value obtained for the total energy is -3345.15718 a.u. The energy above the lowest of the compared OMol25 structures with the same formula, charge and spin comes out at 0.239 eV.

# 2
# C4H7O3Pb

A structure of composition C4H7O3Pb in a non-equilibrium geometry (wB97M-V/def2-TZVPD, the OMol25 dataset).

The geometry in ORCA input format:
```
! RIJCOSX wB97M-V def2-TZVPD def2/J DEFGRID3
* xyz 0 2
H -1.64 -0.49 2.43
O -0.18 0.89 0.06
C 0.57 0.04 -0.58
O 1.27 -0.83 -0.06
O 0.47 0.21 -1.87
C 0.93 -0.85 -2.72
H 1.99 -1.06 -2.52
H 0.33 -1.75 -2.57
H 0.80 -0.48 -3.74
C -0.20 0.82 1.53
H 0.26 1.76 1.89
C -1.60 0.64 1.99
H -2.36 0.82 1.21
H -1.81 1.30 2.84
Pb 1.19 -1.03 2.11
*
```

As for the largest force on an atom: 2.9 eV Å⁻¹. The value obtained for the total energy is -575.10769 a.u. The energy above the lowest of the compared OMol25 structures with the same formula, charge and spin comes out at 0.000 eV. As for the expectation value of S²: 0.75.

# 3
# C27H33NO4

The molecule C27H33NO4 (wB97M-V/def2-TZVPD, the OMol25 dataset).

The geometry in ORCA input format:
```
! RIJCOSX wB97M-V def2-TZVPD def2/J DEFGRID3
* xyz 0 1
C -4.75 -3.03 -0.94
C -3.82 -1.95 -1.47
O -2.96 -1.54 -0.41
C -2.54 -0.28 -0.42
O -2.79 0.51 -1.29
C -1.67 0.08 0.79
C -2.40 1.21 1.53
C -3.76 0.80 2.12
O -4.67 0.32 1.17
C -5.36 1.19 0.37
C -6.28 0.60 -0.50
C -7.03 1.38 -1.36
C -6.88 2.76 -1.36
C -5.98 3.34 -0.50
C -5.21 2.57 0.37
C -1.37 -1.11 1.71
C -0.41 -2.12 1.07
N 0.82 -1.46 0.65
C 1.82 -2.41 0.19
C 3.16 -1.75 0.04
C 3.97 -2.00 -1.05
C 5.21 -1.39 -1.17
C 5.66 -0.52 -0.17
C 6.92 0.10 -0.28
C 8.01 0.60 -0.39
C 9.28 1.30 -0.49
C 9.04 2.80 -0.75
O 8.36 3.43 0.31
C 4.84 -0.27 0.93
C 3.61 -0.88 1.03
C 0.52 -0.46 -0.35
C -0.34 0.64 0.26
H -5.31 -2.65 -0.09
H -5.44 -3.34 -1.72
H -4.17 -3.89 -0.62
H -4.38 -1.08 -1.82
H -3.21 -2.33 -2.29
H -1.77 1.57 2.35
H -2.54 2.02 0.82
H -4.19 1.65 2.67
H -3.63 -0.02 2.82
H -6.40 -0.47 -0.47
H -7.74 0.91 -2.02
H -7.46 3.37 -2.04
H -5.85 4.41 -0.49
H -4.52 3.06 1.03
H -2.29 -1.63 1.97
H -0.90 -0.73 2.62
H -0.15 -2.88 1.81
H -0.91 -2.62 0.22
H 1.90 -3.20 0.94
H 1.53 -2.88 -0.77
H 3.63 -2.67 -1.83
H 5.84 -1.59 -2.02
H 9.87 0.88 -1.31
H 9.83 1.19 0.44
H 9.99 3.32 -0.84
H 8.48 2.92 -1.69
H 7.54 2.94 0.47
H 5.18 0.40 1.70
H 2.97 -0.69 1.88
H 1.46 -0.03 -0.70
H 0.00 -0.90 -1.22
H -0.54 1.40 -0.49
H 0.21 1.09 1.08
*
```

As for the largest force on an atom: 0.9 eV Å⁻¹. The value obtained for the total energy is -1404.32296 a.u. The SMILES is CCOC(=O)C1(CCOc2ccccc2)CCN(Cc2ccc(C#CCCO)cc2)CC1. The energy above the lowest of the compared OMol25 structures with the same formula, charge and spin comes out at 3.167 eV.